Here is a molecular structure, C17H30BiN10O5S from the Open Molecules 2025 dataset. Energies are from ωB97M-V/def2-TZVPD.

Computed properties:
* frontier orbital gap: 8.36 eV
* energy above the lowest of the compared OMol25 structures with the same formula, charge and spin: 27.9 kcal/mol
* spin multiplicity: 1
* charge: +1
* HOMO: -11.585 eV

Each line ends with the natural charge from an NBO analysis.
CARTESIAN COORDINATES (ANGSTROEM)
Bi: -0.10 0.05 1.09  1.664
N: -3.10 1.10 3.05  -0.762
C: -2.36 2.20 2.87  0.617
N: -2.73 3.30 3.50  -0.565
C: -2.00 4.39 3.27  0.606
N: -2.36 5.52 3.87  -0.744
N: -0.92 4.42 2.46  -0.543
C: -0.61 3.27 1.91  0.452
N: -1.28 2.13 2.05  -0.631
C: 0.61 3.23 1.08  0.153
C: 1.16 4.40 0.56  -0.188
C: 2.35 4.32 -0.15  -0.139
C: 2.98 3.08 -0.27  -0.215
C: 2.36 1.97 0.27  0.049
N: 1.19 2.05 0.90  -0.493
H: -3.87 1.17 3.70  0.427
H: -2.84 0.21 2.66  0.404
H: -3.15 5.50 4.49  0.420
H: -1.79 6.34 3.77  0.419
H: 0.64 5.33 0.70  0.255
H: 2.79 5.20 -0.59  0.238
H: 3.92 2.98 -0.79  0.238
H: 2.76 0.97 0.23  0.256
N: 3.44 -1.64 2.47  -0.829
C: 2.07 -1.66 2.08  0.650
O: 1.89 -0.74 1.09  -0.899
C: 1.18 -1.47 3.34  -0.512
C: 0.32 -0.22 3.27  -0.767
H: 4.04 -1.69 1.66  0.369
H: 3.64 -2.44 3.07  0.374
H: 1.84 -1.41 4.21  0.236
H: 0.55 -2.35 3.42  0.257
H: 0.87 0.66 3.58  0.227
H: -0.57 -0.32 3.88  0.228
N: 0.66 -0.23 -3.30  -0.845
C: -0.03 -0.98 -4.36  -0.050
C: -1.55 -0.87 -4.21  -0.417
C: -2.10 -1.57 -2.96  -0.051
N: -1.73 -0.80 -1.78  -0.885
C: -1.59 -3.01 -2.86  -0.429
C: -0.07 -3.11 -3.01  -0.046
N: 0.61 -2.42 -1.88  -0.788
C: 0.40 -2.45 -4.30  -0.428
H: 0.12 0.59 -3.04  0.391
H: 1.58 0.06 -3.60  0.381
H: 0.67 -1.39 -2.19  0.460
H: 0.23 -0.57 -5.35  0.202
H: -2.01 -1.31 -5.10  0.227
H: -1.85 0.18 -4.18  0.211
H: -3.20 -1.62 -3.08  0.193
H: -1.76 -1.39 -0.95  0.380
H: -2.39 -0.04 -1.64  0.371
H: -2.05 -3.61 -3.64  0.237
H: -1.88 -3.43 -1.90  0.233
H: 0.21 -4.16 -2.99  0.234
H: 1.52 -2.83 -1.69  0.428
H: 0.10 -2.50 -0.96  0.475
H: -0.03 -2.98 -5.15  0.236
H: 1.49 -2.52 -4.38  0.216
O: 0.45 -4.37 0.11  -0.986
S: 0.29 -3.44 1.19  2.607
O: 1.77 -2.96 1.50  -0.761
O: -0.44 -2.25 0.61  -1.108
O: -0.34 -3.88 2.39  -0.941

Here is a molecular structure, C17H30CaCl2N3O3 from the Open Molecules 2025 dataset. Energies are from ωB97M-V/def2-TZVPD.

Computed properties:
* frontier orbital gap: 6.41 eV
* energy above the lowest of the compared OMol25 structures with the same formula, charge and spin: 0.0 kcal/mol
* spin multiplicity: 1
* charge: -1
* HOMO: -4.029 eV

Each line ends with the natural charge from an NBO analysis.
CARTESIAN COORDINATES (ANGSTROEM)
O: -1.45 -1.68 1.10  -0.988
C: -1.52 -2.84 0.48  0.102
C: -0.70 -3.93 1.20  0.075
C: 0.50 -3.60 1.85  -0.244
H: 0.88 -2.58 1.83  0.262
C: 1.20 -4.61 2.52  -0.216
H: 2.11 -4.34 3.05  0.204
C: 0.73 -5.93 2.49  -0.254
H: 1.30 -6.72 3.00  0.193
C: -0.45 -6.24 1.81  -0.233
H: -0.81 -7.27 1.76  0.191
C: -1.17 -5.24 1.18  -0.258
H: -2.11 -5.44 0.65  0.201
H: -2.60 -3.15 0.49  0.093
C: -2.24 -2.14 -1.98  -0.670
C: -1.16 -2.72 -1.13  -0.062
H: -2.41 -2.73 -2.92  0.201
H: -1.96 -1.12 -2.28  0.227
H: -3.20 -2.10 -1.44  0.204
C: -0.13 -3.44 -1.63  -0.183
C: 0.21 -3.61 -3.08  -0.654
H: 0.53 -3.97 -0.95  0.205
H: 0.26 -4.68 -3.36  0.193
H: 1.19 -3.17 -3.25  0.238
H: -0.51 -3.11 -3.74  0.204
Ca: 0.19 -0.05 -0.33  1.768
Cl: 2.41 -0.55 1.10  -0.919
Cl: 1.02 -0.28 -2.71  -0.908
C: 2.05 2.24 -1.12  0.541
O: 0.99 2.36 -0.46  -0.724
N: 2.60 3.16 -1.91  -0.420
C: 2.01 4.49 -2.04  -0.417
C: 3.80 2.89 -2.68  -0.398
H: 2.58 1.27 -1.11  0.183
H: 1.04 4.50 -1.55  0.242
H: 1.90 4.73 -3.11  0.191
H: 2.67 5.24 -1.60  0.185
H: 4.06 1.84 -2.55  0.236
H: 4.63 3.53 -2.35  0.182
H: 3.62 3.09 -3.75  0.194
H: -4.38 3.11 -1.57  0.189
H: -5.58 2.46 0.76  0.187
C: -4.34 2.02 -1.67  -0.421
C: -5.28 1.43 0.55  -0.400
N: -4.16 1.39 -0.37  -0.417
H: -3.51 1.75 -2.32  0.254
C: -2.95 0.96 0.01  0.547
O: -1.93 1.02 -0.72  -0.708
H: -4.98 0.94 1.48  0.222
H: -2.91 0.53 1.03  0.173
H: -5.29 1.68 -2.09  0.193
H: -6.14 0.90 0.12  0.196
N: -0.13 1.12 2.08  -1.101
H: -1.03 1.50 2.38  0.346
H: 0.56 1.86 2.04  0.379
H: 0.18 0.43 2.77  0.394

Here is C17H30I2N2O4 in the gas phase from the Open Molecules 2025 dataset. Energies are from ωB97M-V/def2-TZVPD.

Computed properties:
* frontier orbital gap: 9.09 eV
* energy above the lowest of the compared OMol25 structures with the same formula, charge and spin: 202.0 kcal/mol
* spin multiplicity: 1
* charge: 0
* HOMO: -9.267 eV

Each line ends with the natural charge from an NBO analysis.
CARTESIAN COORDINATES (ANGSTROEM)
C: 4.08 -3.87 -0.95  -0.734
C: 3.52 -3.21 -2.36  0.788
O: 3.46 -4.01 -3.47  -0.556
O: 3.09 -1.79 -2.50  -0.561
C: 1.61 -1.69 -2.51  -0.133
C: 0.98 -1.52 -0.97  0.221
I: 0.36 -3.59 -0.40  0.040
C: 1.97 -0.85 0.18  -0.492
C: 1.34 0.68 0.45  -0.032
C: 1.95 1.49 -0.84  -0.443
C: 1.61 3.09 -0.87  -0.239
N: 1.47 3.46 -2.36  -0.876
C: 1.97 0.99 1.95  -0.543
C: 1.30 2.28 2.71  0.464
O: 0.38 3.11 2.22  -0.531
I: 1.98 2.61 4.81  0.059
C: -0.26 0.18 0.38  0.313
C: -0.78 -0.72 1.69  -0.287
N: -1.16 0.16 2.89  -0.867
C: -1.39 1.29 -0.03  -0.447
C: -2.81 0.68 -0.56  -0.423
C: -3.86 0.22 0.61  -0.222
C: -5.27 1.09 0.40  -0.631
C: -4.29 -1.36 0.31  -0.647
O: -0.19 -0.64 -0.87  -0.625
H: 5.21 -3.58 -0.71  0.251
H: 4.02 -5.05 -0.94  0.266
H: 3.44 -3.48 -0.03  0.240
H: 1.24 -0.77 -3.17  0.231
H: 1.22 -2.71 -2.98  0.230
H: 3.11 -0.71 -0.10  0.247
H: 1.96 -1.61 1.07  0.227
H: 3.14 1.40 -0.75  0.218
H: 1.68 1.03 -1.88  0.252
H: 2.48 3.79 -0.46  0.201
H: 0.61 3.40 -0.36  0.211
H: 0.46 3.36 -2.65  0.360
H: 1.82 4.43 -2.54  0.368
H: 3.14 1.04 1.84  0.269
H: 1.75 0.04 2.63  0.252
H: -1.72 -1.39 1.40  0.237
H: 0.03 -1.47 2.08  0.199
H: -0.40 -0.02 3.61  0.361
H: -2.09 -0.17 3.27  0.376
H: -1.01 2.03 -0.88  0.219
H: -1.65 1.91 0.97  0.258
H: -2.73 -0.20 -1.32  0.230
H: -3.35 1.57 -1.16  0.213
H: -3.50 0.41 1.71  0.207
H: -5.57 1.02 -0.75  0.206
H: -4.99 2.20 0.63  0.215
H: -6.15 0.67 1.05  0.218
H: -4.95 -1.83 1.15  0.216
H: -3.35 -2.05 0.11  0.213
H: -4.90 -1.35 -0.71  0.214

Here is C17H30N2O5 in the gas phase from the Open Molecules 2025 dataset. Energies are from ωB97M-V/def2-TZVPD.

Computed properties:
* frontier orbital gap: 10.15 eV
* energy above the lowest of the compared OMol25 structures with the same formula, charge and spin: 44.2 kcal/mol
* spin multiplicity: 1
* charge: 0
* HOMO: -9.424 eV

Each line ends with the natural charge from an NBO analysis.
CARTESIAN COORDINATES (ANGSTROEM)
C: 5.37 -3.04 4.33  -0.635
C: 5.34 -2.86 2.82  -0.075
H: 5.52 -3.82 2.31  0.201
H: 6.07 -2.12 2.49  0.193
O: 4.08 -2.34 2.39  -0.497
C: 3.09 -3.21 2.22  0.759
O: 3.18 -4.40 2.35  -0.579
C: 1.81 -2.53 1.81  -0.019
C: 1.84 -1.34 0.93  0.000
C: 0.72 -1.11 -0.06  0.646
O: 0.94 -1.06 -1.26  -0.642
N: -0.49 -1.00 0.50  -0.596
H: -0.54 -0.92 1.51  0.420
C: -1.70 -0.78 -0.27  -0.132
C: -2.92 -1.22 0.53  -0.397
H: -3.07 -0.50 1.33  0.228
H: -2.72 -2.20 0.98  0.203
C: -4.19 -1.29 -0.32  -0.217
C: -5.41 -1.38 0.60  -0.598
H: -5.35 -2.27 1.22  0.198
H: -6.33 -1.43 0.02  0.208
H: -5.47 -0.51 1.25  0.213
C: -4.17 -2.48 -1.27  -0.606
H: -4.09 -3.41 -0.72  0.200
H: -5.09 -2.51 -1.85  0.212
H: -3.34 -2.42 -1.97  0.203
H: -4.27 -0.36 -0.90  0.208
H: -1.59 -1.35 -1.20  0.222
C: -1.78 0.73 -0.61  0.668
O: -2.48 1.51 0.00  -0.637
N: -0.98 1.06 -1.64  -0.617
H: -0.32 0.37 -1.98  0.426
C: -0.74 2.43 -2.03  -0.234
C: 0.64 2.89 -1.54  -0.398
H: 1.39 2.20 -1.92  0.201
H: 0.65 2.82 -0.45  0.205
C: 1.02 4.32 -1.95  -0.209
C: 0.04 5.35 -1.41  -0.609
H: -0.11 5.22 -0.34  0.210
H: 0.42 6.36 -1.57  0.209
H: -0.92 5.27 -1.91  0.201
C: 1.17 4.46 -3.46  -0.608
H: 1.84 3.70 -3.86  0.206
H: 0.21 4.37 -3.96  0.199
H: 1.58 5.44 -3.71  0.210
H: 2.01 4.52 -1.50  0.197
H: -0.80 2.50 -3.12  0.193
H: -1.53 3.03 -1.58  0.229
O: 1.54 -1.25 2.29  -0.452
H: 2.81 -0.96 0.62  0.220
H: 0.96 -3.21 1.75  0.211
H: 6.37 -3.37 4.63  0.220
H: 5.14 -2.11 4.83  0.214
H: 4.65 -3.80 4.63  0.223